1.
The following is a quantum chemistry calculation of C26H28MoN5O8S2Te as an isolated structure, from OMol25.

For the energy relative to the best compared isomer or geometry (same formula, charge and spin), the calculation gives 4.6 kcal per mole. The LUMO energy (alpha / beta) is -0.3790 / -0.3790 Ha. The HOMO energy (alpha / beta) comes out at -17.20 / -17.20 eV. The charge is +3. Its strongest force on any atom is 0.0159 hartree/bohr.

Positions of all 71 atoms, in Å:
O  1.253  -2.198  0.626
C  -2.815  0.445  -3.815
O  -0.565  -1.536  -1.732
C  -2.639  -1.600  2.665
C  -1.810  4.123  1.201
C  -3.091  -1.903  -4.312
H  1.777  3.549  2.545
C  -1.537  -1.225  4.776
O  -4.651  0.958  -5.690
C  4.742  3.302  -1.475
H  1.637  -5.061  3.989
O  -2.367  -4.449  -3.902
H  3.991  5.292  -1.744
H  -3.086  1.476  -3.996
C  1.204  -5.037  2.991
H  1.057  2.354  -0.981
S  2.459  -0.048  -1.559
H  2.152  -4.555  -0.251
H  4.815  1.155  -1.656
C  -1.650  -0.868  2.019
H  -1.502  -1.352  5.850
C  2.253  -5.194  1.895
H  -2.820  4.287  0.851
Mo  0.632  -0.773  -0.502
O  -1.480  2.284  -2.351
H  1.559  4.620  -1.351
H  3.088  -4.509  2.050
C  -1.279  2.841  1.186
H  -3.580  -2.677  -4.893
N  -1.873  -3.679  -3.128
C  1.534  -4.870  0.590
C  -1.870  0.090  -2.850
N  4.193  1.928  -1.462
O  -4.896  -1.141  -6.163
H  5.561  3.316  -2.189
H  0.880  -5.679  0.251
C  -0.538  -0.497  4.138
C  -1.057  5.188  1.681
H  -1.736  -0.690  0.950
S  0.376  -3.530  0.953
C  0.781  3.708  2.149
N  -4.411  -0.218  -5.560
C  3.639  4.269  -1.869
H  5.147  3.523  -0.486
C  -0.601  -0.324  2.761
H  -3.360  -2.331  4.547
H  0.806  5.811  2.553
C  -3.400  -0.567  -4.527
H  1.193  -2.849  3.031
O  -0.571  0.879  -1.057
H  -3.466  -2.011  2.100
C  -1.508  -1.244  -2.612
H  -0.442  -3.537  3.194
H  0.266  -0.066  4.721
C  2.413  4.042  -1.003
Te  0.919  0.774  1.803
C  2.916  1.670  -1.315
H  -1.884  2.011  0.841
C  -2.160  -2.236  -3.352
C  0.233  4.984  2.155
C  0.542  -3.679  2.753
H  -1.486  6.181  1.697
H  0.463  -5.838  2.936
O  -1.180  -3.963  -2.168
H  2.655  -6.206  1.852
N  2.034  2.615  -1.075
H  3.384  4.134  -2.921
N  -1.280  1.150  -2.089
C  0.015  2.653  1.655
H  2.600  4.306  0.039
C  -2.580  -1.776  4.042

=====

2.
The following is a quantum chemistry calculation of an isolated molecule of C26H28N2O3, from OMol25.

For the energy relative to the best compared isomer or geometry (same formula, charge and spin), the calculation gives 34.0 kcal per mole. The LUMO energy is 0.0224 Ha. The HOMO energy comes out at -8.22 eV. The charge is 0. Its strongest force on any atom is 0.0138 hartree/bohr.

Positions of all 59 atoms, in Å:
H  2.793  -1.431  2.169
H  0.084  -0.335  -0.771
C  1.400  2.522  -1.417
H  -7.624  -3.299  -1.962
H  2.274  4.502  -1.404
H  -0.445  2.622  2.265
C  -0.565  0.237  -0.123
N  4.148  -0.108  0.128
O  2.089  0.972  1.757
C  -6.154  -2.013  -1.110
H  4.678  -4.328  1.690
H  -9.512  -2.202  -0.802
C  -2.769  0.718  0.707
N  2.061  2.025  -0.228
H  4.404  -1.140  2.820
H  -4.762  1.418  0.384
C  -8.503  -1.849  -0.652
H  0.401  2.088  -1.472
H  3.658  -2.727  2.991
H  5.320  -1.170  -2.024
H  -5.318  -2.480  -1.607
C  4.817  -3.633  0.873
C  4.184  0.918  -0.749
O  4.649  0.905  -1.870
H  0.368  5.659  -0.326
C  5.592  -3.180  -1.343
H  6.056  -3.505  -2.262
C  5.180  -1.866  -1.215
C  1.454  1.394  0.796
H  0.910  4.314  0.675
C  3.506  2.176  -0.178
C  -5.902  -0.935  -0.260
C  4.582  -1.430  -0.037
H  -9.073  -0.295  0.701
H  0.819  4.336  -2.381
C  -6.965  -0.320  0.391
C  3.775  -1.879  2.322
C  1.282  4.050  -1.435
C  -4.260  0.494  0.712
C  -0.026  1.199  0.723
C  5.410  -4.069  -0.299
H  3.667  0.080  1.005
C  -8.256  -0.782  0.189
H  -0.553  4.152  -0.298
C  0.449  4.576  -0.274
C  -2.225  1.664  1.568
C  -7.443  -2.464  -1.302
H  3.808  2.331  0.862
C  4.396  -2.322  1.030
C  -0.863  1.897  1.584
H  -6.805  0.516  1.055
H  -4.588  0.276  1.740
H  -2.872  2.217  2.234
H  1.975  2.187  -2.286
H  3.800  3.034  -0.782
C  -1.929  0.002  -0.132
H  -2.348  -0.744  -0.788
O  -4.593  -0.572  -0.144
H  5.730  -5.096  -0.394

=====

3.
The following is a quantum chemistry calculation of an isolated molecule of C26H28N4O3, from OMol25.

For the energy relative to the best compared isomer or geometry (same formula, charge and spin), the calculation gives 39.1 kcal per mole. The LUMO energy is 0.0217 Ha. The HOMO energy comes out at -8.36 eV. The charge is 0. Its strongest force on any atom is 0.0118 hartree/bohr.

Positions of all 61 atoms, in Å:
N  -1.274  -3.558  1.114
H  -1.526  -0.658  2.804
H  1.709  4.668  -0.654
C  2.184  -3.005  -3.799
C  1.539  4.639  0.412
C  2.559  -1.756  -0.604
C  -1.867  -2.669  2.089
H  0.894  4.548  4.203
H  -2.572  -0.968  -0.013
C  0.401  0.285  -3.266
C  -0.377  -3.229  0.174
C  1.091  4.574  3.143
H  -0.489  3.979  0.207
C  -1.942  2.942  2.232
H  -5.241  2.233  2.099
O  0.053  -4.075  -0.601
H  -2.883  -2.398  1.778
C  1.607  -1.762  0.588
H  -0.519  -3.367  -3.584
C  -0.223  -2.332  -3.513
N  2.496  -2.868  -1.360
H  1.744  -3.533  -1.188
H  -0.395  1.723  1.369
H  -0.068  -1.665  2.730
H  -1.933  -3.185  3.050
C  -2.331  0.909  1.002
C  0.303  4.244  0.892
H  3.821  -2.074  -2.697
H  1.776  -0.841  1.148
H  2.441  -0.270  -3.599
C  -3.695  1.049  1.212
C  3.181  -2.957  -2.628
C  2.320  4.973  2.651
H  3.101  5.261  3.339
O  -1.135  3.878  2.816
H  0.606  1.341  -3.147
C  1.114  -1.967  -3.628
H  1.721  -3.993  -3.839
O  3.316  -0.831  -0.824
C  -1.456  1.854  1.518
C  -4.179  2.128  1.935
N  -0.869  -0.066  -3.138
H  0.081  -1.459  -0.901
C  0.123  -1.788  0.142
H  -3.674  3.917  3.013
H  -1.387  0.132  -0.732
C  1.423  -0.615  -3.518
C  2.551  5.000  1.286
H  -1.591  -4.519  1.099
H  -2.218  -1.595  -3.174
H  3.513  5.305  0.904
C  -0.999  -1.412  2.217
C  -1.168  -1.348  -3.277
C  -3.313  3.073  2.446
C  0.081  4.199  2.263
H  2.729  -2.840  -4.731
H  3.810  -3.852  -2.646
H  -4.381  0.319  0.808
C  -1.771  -0.248  0.221
N  -0.653  -0.852  0.931
H  1.840  -2.616  1.227

=====

4.
The following is a quantum chemistry calculation of an isolated molecule of C26H28N6O8 in a non-equilibrium geometry, from OMol25.

For the energy relative to the best compared isomer or geometry (same formula, charge and spin), the calculation gives 1.2 kcal per mole. The LUMO energy is -0.0379 Ha. The HOMO energy comes out at -8.69 eV. The charge is 0. Its strongest force on any atom is 0.0244 hartree/bohr.

Positions of all 68 atoms, in Å:
H  -6.674  -0.860  -2.050
H  -2.306  -2.324  -1.974
H  8.286  1.947  2.815
C  1.175  -3.265  1.010
C  5.727  0.235  -0.200
H  1.865  -1.387  0.210
C  2.142  -2.330  0.649
C  -6.142  2.848  -2.300
H  4.909  -4.041  1.580
O  -2.386  -3.278  0.809
N  -1.161  -3.779  1.121
H  -6.473  1.686  -0.539
C  -4.693  -0.412  -2.197
C  2.899  -4.749  1.778
H  -5.559  4.016  -4.012
H  -2.394  2.654  -1.475
C  -3.891  3.412  -2.794
H  3.202  -5.688  2.217
N  -7.549  2.846  -2.649
O  -8.242  2.011  -2.110
C  4.381  -0.441  -0.008
H  5.486  2.255  3.996
O  -7.928  3.660  -3.454
C  -0.754  -1.707  0.156
C  -2.958  -1.978  -1.175
C  3.862  -3.823  1.420
C  -2.264  -1.979  0.197
C  6.424  0.532  1.133
O  -1.744  3.883  -3.383
H  -0.471  -0.827  0.734
H  -3.817  -2.649  -1.121
C  -4.379  2.059  -0.874
H  -0.377  -1.591  -0.861
C  -3.083  -0.948  0.984
C  5.586  1.459  2.011
O  3.330  0.088  -0.289
H  -2.509  -0.417  1.746
O  -4.712  0.093  -3.296
C  -5.234  3.488  -3.127
H  5.433  -2.029  0.696
C  -3.948  1.232  0.312
N  -2.910  4.062  -3.647
C  3.489  -2.605  0.853
H  7.854  2.730  4.330
N  -5.780  -0.916  -1.587
H  0.797  -5.191  1.852
C  -3.399  -0.526  -1.376
O  -3.328  4.736  -4.557
H  -5.742  -1.296  -0.658
C  -3.453  2.699  -1.685
N  -3.555  -0.015  -0.021
H  6.363  -0.403  -0.820
C  -0.228  -2.975  0.793
H  5.550  1.169  -0.734
C  6.207  1.707  3.386
H  4.596  1.017  2.147
H  7.349  3.443  2.799
C  1.559  -4.481  1.579
H  -2.626  0.039  -1.912
C  -5.732  2.157  -1.168
H  7.387  0.996  0.919
C  7.505  2.504  3.326
H  6.391  0.748  3.879
H  5.450  2.413  1.499
O  -3.995  1.635  1.453
H  6.618  -0.398  1.675
H  -3.921  -1.450  1.481
N  4.495  -1.701  0.509

=====

5.
The following is a quantum chemistry calculation of C26H29AsN3OPdS as an isolated structure, from OMol25.

For the energy relative to the best compared isomer or geometry (same formula, charge and spin), the calculation gives 10.3 kcal per mole. The LUMO energy (alpha / beta) is -0.1442 / -0.1380 Ha. The HOMO energy (alpha / beta) comes out at -10.48 / -10.42 eV. The charge is +1. Its strongest force on any atom is 0.0169 hartree/bohr.

Positions of all 62 atoms, in Å:
H  4.302  -1.395  0.933
N  -1.069  0.031  2.563
C  -0.813  0.827  -5.115
S  -2.353  0.299  -1.414
O  1.495  0.180  0.761
C  -1.105  1.166  3.239
H  -1.161  2.037  -3.385
C  -1.195  1.170  4.625
H  4.476  -1.718  -0.810
H  -1.314  -0.075  6.363
H  1.662  0.940  -2.378
C  -1.505  -1.471  -4.951
H  -1.263  3.752  4.094
H  -0.925  5.783  2.745
H  -0.282  4.189  -1.603
C  -1.038  -3.625  2.825
C  -1.063  3.663  3.038
C  -0.607  4.673  0.937
H  3.075  -2.359  0.094
N  -0.795  -2.141  0.981
C  -1.093  -1.139  3.179
H  -0.625  -0.602  -6.707
H  -0.464  -5.323  -0.030
C  -1.763  0.000  -3.045
C  3.943  1.538  -0.103
H  -0.694  -3.714  -1.909
C  -1.183  -1.223  4.560
C  -0.574  3.403  0.373
C  -0.251  3.236  -1.076
C  -1.230  1.046  -3.810
C  2.198  0.022  -2.157
H  -0.908  -5.720  2.390
H  4.454  1.403  0.846
H  -0.401  1.646  -5.694
C  3.769  -1.528  -0.004
C  -0.939  -0.434  -5.684
H  -2.400  -2.049  -3.093
C  -0.627  -4.497  0.651
C  -0.866  -4.714  1.990
H  0.750  2.813  -1.186
H  -1.214  2.089  5.191
C  -0.598  -3.194  0.173
H  -0.427  5.539  0.314
C  -0.875  4.805  2.282
N  -0.793  2.298  1.103
C  -0.292  -2.932  -1.267
H  -1.221  -3.782  3.876
H  -1.196  -2.173  5.074
C  -1.242  -0.046  5.284
C  -0.980  -2.348  2.296
H  3.059  -0.077  -2.819
H  3.345  2.446  -0.061
H  -0.957  2.549  -1.526
C  -1.919  -1.254  -3.645
H  1.523  -0.818  -2.296
H  0.790  -2.904  -1.422
H  4.670  1.598  -0.912
Pd  -0.713  0.059  0.201
C  -0.995  2.424  2.425
H  -1.638  -2.448  -5.403
H  -0.704  -1.980  -1.565
As  2.760  0.059  -0.335

=====

6.
The following is a quantum chemistry calculation of C26H29BeN2O4 as an isolated structure in a non-equilibrium geometry, from OMol25.

For the energy relative to the best compared isomer or geometry (same formula, charge and spin), the calculation gives 1.1 kcal per mole. The LUMO energy is 0.0885 Ha. The HOMO energy comes out at -2.90 eV. The charge is -1. Its strongest force on any atom is 0.0728 hartree/bohr.

Positions of all 62 atoms, in Å:
C  -1.772  -2.126  0.108
C  -2.146  3.168  4.292
C  1.100  -1.551  -3.183
H  1.688  -0.697  -2.969
C  -1.894  3.571  2.857
C  0.948  2.817  4.101
C  0.319  -1.667  -4.443
N  -0.613  0.673  0.879
H  -2.154  2.077  4.386
H  -2.853  -0.667  1.475
C  -2.083  -1.420  1.353
H  3.080  -2.861  0.224
Be  -0.742  -0.611  -0.329
C  -1.305  -1.982  2.378
C  0.026  -1.135  -6.781
C  -0.636  1.314  -0.316
H  0.374  1.915  4.343
H  -2.241  -3.438  -5.743
H  -3.130  3.553  4.588
C  2.972  -0.630  -0.032
H  0.687  3.608  4.816
H  2.601  1.465  0.689
H  2.166  -2.379  2.714
C  2.575  0.393  0.875
H  -1.291  -1.669  3.418
C  2.846  -1.884  0.637
H  2.016  2.594  4.227
H  -0.998  -3.216  -3.640
H  -2.799  3.343  2.271
C  0.698  -0.926  -5.585
C  -0.510  -3.023  1.830
C  0.693  3.255  2.670
H  -1.591  -2.129  -7.778
O  -0.838  4.728  0.410
H  -0.400  -3.884  -0.221
O  -1.140  0.731  3.060
H  1.460  -3.785  -2.947
H  0.189  -3.629  2.414
C  -0.739  3.536  0.656
C  -0.704  2.925  2.076
H  1.891  0.278  3.012
H  0.845  4.342  2.575
C  2.199  -0.227  2.102
C  -1.028  -2.039  -6.856
H  3.343  -0.482  -1.042
H  1.431  2.775  2.006
C  -0.712  -2.616  -4.518
C  2.367  -1.632  1.951
N  -0.633  2.640  -0.384
H  -0.674  2.984  -1.360
C  -0.854  1.385  2.036
H  -2.438  -2.208  -0.758
H  -1.765  4.663  2.807
O  0.413  -2.139  -2.089
C  1.618  -2.794  -2.572
H  0.296  -0.532  -7.621
C  -1.388  -2.774  -5.728
H  1.534  -0.230  -5.480
H  -1.395  3.580  4.976
H  2.551  -2.770  -1.965
O  -0.665  0.569  -1.336
C  -0.795  -3.130  0.460

=====

7.
The following is a quantum chemistry calculation of a 3-piece molecular cluster, C26H29ClFN2O6 overall, from OMol25.

For the energy relative to the best compared isomer or geometry (same formula, charge and spin), the calculation gives 0.0 kcal per mole. The LUMO energy is -0.1640 Ha. The HOMO energy comes out at -11.71 eV. The charge is +1. Its strongest force on any atom is 0.0171 hartree/bohr.

Positions of all 65 atoms, in Å:
H  -1.350  4.317  0.075
O  -0.240  -2.026  6.098
H  -3.189  3.846  -4.307
C  -5.131  3.449  -7.713
C  -3.853  2.511  -1.492
O  0.213  2.913  -1.441
H  1.060  -3.517  -0.795
C  -3.760  3.796  -5.225
C  -5.431  4.605  -6.827
H  -3.987  1.688  -8.007
O  -5.057  2.394  -1.506
H  2.076  -1.044  5.434
H  0.925  1.211  0.874
C  -0.996  2.797  -1.463
H  4.666  -4.773  -1.035
H  -0.400  0.090  0.727
H  4.058  -2.995  5.909
H  2.176  -4.653  0.042
C  -2.986  1.696  -2.382
H  2.962  -3.872  4.892
C  2.999  -1.953  2.817
C  3.118  -3.315  -1.419
C  -4.671  4.707  -5.553
C  2.174  -0.868  2.701
F  -0.494  -0.180  3.522
C  3.276  -2.864  5.160
H  -1.207  1.345  2.427
C  0.726  -2.635  5.721
H  3.268  -5.416  -1.904
N  2.090  -2.703  0.769
H  -1.015  1.253  -3.017
C  2.129  -2.067  5.801
H  -0.234  -4.022  4.863
O  -2.632  1.814  -5.794
Cl  4.770  -4.317  -3.333
H  2.333  -1.981  6.871
C  0.526  2.004  3.446
C  0.394  0.414  1.402
C  2.045  -3.652  -0.362
H  4.745  -2.841  3.601
H  0.147  2.982  3.157
C  -0.241  0.916  2.698
H  -3.491  1.000  -3.038
H  -3.836  4.067  0.053
O  -6.261  5.431  -7.129
C  3.949  -2.183  3.955
C  -3.463  2.643  -6.109
H  -5.697  3.397  -8.634
H  0.400  1.858  4.517
H  1.591  2.002  3.205
H  2.642  -2.894  -2.302
C  1.314  -0.754  1.595
O  0.657  -3.895  5.218
H  -4.907  5.555  -4.922
C  -1.662  1.831  -2.371
H  3.539  -3.767  1.760
C  3.924  -4.553  -1.801
H  3.786  -2.544  -1.030
H  2.176  -0.098  3.458
C  -1.860  3.614  -0.573
H  4.400  -1.238  4.259
C  -4.220  2.539  -7.379
C  2.923  -2.878  1.775
N  1.279  -1.668  0.646
C  -3.184  3.482  -0.584